[1]
Molecular formula: C4H9N3
Method: DFT, ωB97M-V with the def2-TZVPD basis set

Each line ends with the Löwdin charge.
Cartesian coordinates (Å):
C1 2.099 0.534 -0.303  -0.1186
N1 0.988 0.136 0.539  -0.1829
C2 -0.183 0.924 0.398  -0.1012
C3 -1.233 0.203 -0.020  -0.4075
N2 -2.535 0.586 -0.324  0.0933
N3 -0.869 -1.139 -0.231  0.0230
C4 0.494 -1.286 0.229  -0.1566
H1 1.873 0.461 -1.378  0.0857
H2 2.361 1.566 -0.070  0.0782
H3 2.958 -0.098 -0.080  0.0777
H4 -0.147 1.978 0.597  0.1029
H5 -3.252 0.016 0.107  0.0822
H6 -2.725 1.563 -0.155  0.0865
H7 -1.522 -1.829 0.114  0.1195
H8 0.566 -1.905 1.137  0.1137
H9 1.127 -1.710 -0.560  0.1041

Summary:
- SMILES = CN1C=C(N)NC1
- energy relative to the best compared isomer or geometry (same formula, charge and spin) (kJ/mol) = 139.9
- gap between HOMO and LUMO (eV) = 7.7
- total charge = 0
- highest occupied orbital energy (Eh) = -0.2458

=====

[2]
Molecular formula: C4H6LiNdO2
Method: DFT, ωB97M-V with the def2-TZVPD basis set

Each line ends with the Löwdin charge.
Cartesian coordinates (Å):
O1 0.756 -0.417 -0.169  -0.3427
C1 -0.467 -0.108 -0.269  -0.2863
C2 -1.511 -0.748 0.422  -0.0894
Nd1 2.989 0.872 -1.393  1.9319
Li1 1.312 -2.066 0.701  0.8746
H1 -0.733 0.752 -0.902  0.1508
H2 -1.284 -1.442 1.234  0.1424
C3 -2.870 -0.096 0.541  -0.3694
C4 -2.956 -0.937 -0.631  0.1448
O2 -3.019 1.193 0.854  0.0924
H3 -4.102 -0.486 0.367  0.3109
H4 -3.026 -2.027 -0.598  0.1415
H5 -3.266 -0.717 -1.653  0.1470
H6 -2.516 1.508 1.613  0.1516

Summary:
- 2S+1 = 5
- energy relative to the best compared isomer or geometry (same formula, charge and spin) (kJ/mol) = 72.7
- gap between HOMO and LUMO (spin up / spin down) (eV) = 5.1 / 5.2
- total charge = +3
- highest occupied orbital energy (spin up / spin down) (Eh) = -0.6547 / -0.6549

=====

[3]
Molecular formula: CHNO3S2
Method: DFT, ωB97M-V with the def2-TZVPD basis set

Each line ends with the Löwdin charge.
Cartesian coordinates (Å):
C1 -1.055 0.837 -0.135  -1.0375
N1 1.656 -0.544 -0.053  -0.5720
O1 2.807 -0.873 -0.089  0.0871
O2 0.708 -1.381 -0.164  -0.2323
O3 1.274 0.636 0.072  -0.0736
S1 -1.192 2.386 -0.083  0.8847
S2 -1.442 -0.746 -0.030  0.9434
H1 -2.758 -0.314 0.481  0.0002

Summary:
- energy relative to the best compared isomer or geometry (same formula, charge and spin) (kJ/mol) = 307.4
- gap between HOMO and LUMO (eV) = 7.4
- total charge = 0
- highest occupied orbital energy (Eh) = -0.3489

=====

[4]
Molecular formula: C3H8N4O
Method: DFT, ωB97M-V with the def2-TZVPD basis set

Each line ends with the Löwdin charge.
Cartesian coordinates (Å):
C1 -0.223 -1.770 -0.496  -0.0358
C2 -0.051 -0.658 0.457  -0.3132
C3 0.789 -0.514 1.532  0.0260
N1 0.491 0.719 2.098  -0.3158
O1 0.948 1.226 3.129  -0.0854
N2 -0.702 1.167 1.662  0.1187
N3 -0.968 0.362 0.631  -0.0066
H1 -0.434 -1.350 -1.564  0.0972
H2 -0.915 -2.501 -0.205  0.0585
H3 0.779 -2.178 -0.778  0.0956
H4 1.654 -1.028 1.738  0.1010
H5 -1.817 0.461 0.025  0.1754
N4 -0.004 1.504 -1.805  0.0132
H6 -0.462 0.832 -2.557  0.0738
H7 -0.111 2.387 -2.147  -0.0471
H8 1.024 1.341 -1.718  0.0445

Summary:
- SMILES = Cc1c[n+]([O-])n[nH]1.N
- energy relative to the best compared isomer or geometry (same formula, charge and spin) (kJ/mol) = 459.3
- gap between HOMO and LUMO (spin up / spin down) (eV) = 8.4 / 8.4
- total charge = 0
- highest occupied orbital energy (spin up / spin down) (Eh) = -0.2921 / -0.2920

=====

[5]
Molecular formula: C34H38N10ReSSe
Method: DFT, ωB97M-V with the def2-TZVPD basis set

Each line ends with the Löwdin charge.
Cartesian coordinates (Å):
Re1 1.047 -0.419 0.279  0.8235
C1 -2.417 -1.584 -2.112  -0.0550
C2 -1.988 -2.742 -2.762  -0.0379
C3 -0.731 -3.229 -2.488  0.0145
C4 0.094 -2.570 -1.573  -0.2127
N1 -0.322 -1.434 -0.963  -0.1043
C5 -1.556 -0.972 -1.236  -0.1449
C6 1.426 -2.988 -1.172  -0.2081
C7 2.040 -4.170 -1.595  -0.0268
C8 3.291 -4.501 -1.118  -0.0699
C9 3.937 -3.655 -0.218  -0.0681
C10 3.341 -2.473 0.187  -0.1336
C11 2.073 -2.106 -0.284  -0.3009
H1 -3.399 -1.170 -2.283  0.1094
H2 -2.633 -3.249 -3.466  0.1195
H3 -0.370 -4.120 -2.980  0.1166
H4 -1.850 -0.066 -0.712  0.0461
H5 1.543 -4.838 -2.287  0.1082
H6 3.768 -5.417 -1.439  0.1106
H7 4.918 -3.919 0.155  0.1112
H8 3.874 -1.821 0.871  0.0672
C12 2.755 1.825 -2.900  -0.0021
N2 2.814 2.842 -1.858  -0.0591
C13 2.916 2.619 -0.540  -0.6362
Se1 3.088 0.934 0.312  0.7231
N3 3.079 3.807 0.068  0.1367
C14 3.066 4.835 -0.870  -0.1681
C15 3.178 6.213 -0.746  0.0108
C16 3.111 6.943 -1.918  -0.0529
C17 2.942 6.320 -3.163  -0.0723
C18 2.839 4.946 -3.281  -0.0145
C19 2.903 4.214 -2.103  -0.1598
H9 2.488 0.871 -2.453  0.0487
H10 3.726 1.735 -3.385  0.1155
H11 2.007 2.110 -3.638  0.0938
H12 3.141 3.917 1.067  0.1652
H13 3.324 6.686 0.214  0.1237
H14 3.206 8.019 -1.876  0.1167
H15 2.898 6.931 -4.055  0.1160
H16 2.736 4.470 -4.247  0.1217
N4 -2.622 5.044 0.675  0.1993
C20 -2.301 4.006 -0.064  -0.5711
S1 -2.533 2.360 0.576  1.1195
N5 -1.923 4.074 -1.324  0.1059
C21 -1.657 5.224 -2.140  -0.2113
C22 -0.665 5.082 -3.101  -0.0153
C23 -0.367 6.146 -3.934  -0.0563
C24 -1.051 7.348 -3.801  -0.0391
C25 -2.056 7.471 -2.855  -0.0405
C26 -2.374 6.406 -2.023  -0.0275
H17 -2.759 4.894 1.666  0.1219
H18 -2.383 5.980 0.374  0.1233
H19 -1.680 3.186 -1.742  0.1421
H20 -0.138 4.139 -3.203  0.1126
H21 0.392 6.032 -4.693  0.1112
H22 -0.821 8.176 -4.456  0.1213
H23 -2.616 8.392 -2.772  0.1225
H24 -3.226 6.494 -1.362  0.1173
C27 -1.150 -0.876 6.134  -0.0515
C28 -1.912 -0.756 4.824  -0.1832
N6 -1.044 -0.673 3.630  -0.0340
C29 -0.389 0.607 3.424  -0.3042
C30 1.108 0.567 3.668  -0.0339
C31 -0.720 -1.748 2.890  -0.3770
C32 -1.221 -3.099 3.343  0.0284
N7 -0.041 -1.640 1.798  0.0296
H25 -1.854 -0.891 6.966  0.0908
H26 -0.479 -0.031 6.288  0.0760
H27 -0.559 -1.791 6.172  0.0803
H28 -2.522 0.149 4.836  0.1256
H29 -2.602 -1.587 4.706  0.1122
H30 -0.847 1.290 4.137  0.1354
H31 -1.221 0.381 1.506  0.0723
H32 1.276 0.224 4.688  0.0937
H33 1.552 1.556 3.565  0.0600
H34 1.600 -0.125 2.984  0.0311
H35 -2.304 -3.169 3.234  0.1015
H36 -0.973 -3.294 4.385  0.0922
H37 -0.776 -3.881 2.733  0.0945
H38 0.089 -2.564 1.396  0.0735
N8 0.609 3.786 4.284  0.1831
C33 -0.210 3.593 3.498  -0.3259
N9 -1.132 3.406 2.552  0.0720
C34 -1.300 2.329 1.890  -0.6029
N10 -0.769 1.104 2.059  0.0533

Summary:
- 2S+1 = 2
- gap between HOMO and LUMO (spin up / spin down) (eV) = 5.5 / 5.2
- total charge = +2
- highest occupied orbital energy (spin up / spin down) (Eh) = -0.4188 / -0.4058

=====

[6]
Molecular formula: H5N2OP
Method: DFT, ωB97M-V with the def2-TZVPD basis set

Each line ends with the Löwdin charge.
Cartesian coordinates (Å):
N1 0.963 0.609 -0.660  -0.1144
P1 -0.205 0.348 0.426  0.5646
N2 -1.121 -0.987 -0.092  -0.1502
O1 0.420 0.100 1.980  -0.5100
H1 0.784 1.266 -1.363  0.0337
H2 1.867 0.336 -0.257  0.0813
H3 -1.023 1.364 0.266  -0.0055
H4 -1.061 -1.731 0.642  0.0621
H5 -0.625 -1.306 -0.942  0.0384

Summary:
- SMILES = N[PH](N)=O
- energy relative to the best compared isomer or geometry (same formula, charge and spin) (kJ/mol) = 114.3
- gap between HOMO and LUMO (eV) = 10.4
- total charge = 0
- highest occupied orbital energy (Eh) = -0.3526

=====

[7]
Molecular formula: C5H8N2
Method: DFT, ωB97M-V with the def2-TZVPD basis set

Each line ends with the Löwdin charge.
Cartesian coordinates (Å):
C1 1.938 0.188 -0.347  -0.2527
C2 1.741 -1.139 -0.137  0.0966
C3 0.985 1.187 -0.153  -0.1263
C4 -0.465 -1.474 0.496  0.0551
C5 -0.266 0.889 0.655  -0.1934
N1 -0.947 -0.329 0.190  -0.2816
N2 -2.098 -0.063 -0.594  0.0996
H1 2.769 0.574 -0.823  0.0761
H2 2.372 -1.919 0.090  -0.0065
H3 1.060 2.289 -0.379  0.0954
H4 -0.878 -2.468 0.110  0.0698
H5 -0.189 0.574 1.670  0.0994
H6 -0.788 1.816 0.437  0.1054
H7 -2.671 -0.903 -0.781  0.1071
H8 -2.563 0.777 -0.433  0.0559

Summary:
- energy relative to the best compared isomer or geometry (same formula, charge and spin) (kJ/mol) = 783.3
- gap between HOMO and LUMO (spin up / spin down) (eV) = 6.9 / 6.4
- total charge = 0
- highest occupied orbital energy (spin up / spin down) (Eh) = -0.2465 / -0.2313

=====

[8]
Molecular formula: C36H27F12MgN3OP
Method: DFT, ωB97M-V with the def2-TZVPD basis set

Each line ends with the Löwdin charge.
Cartesian coordinates (Å):
Mg1 -0.753 -1.529 -0.123  0.7427
C1 0.279 -4.713 0.029  -0.0649
N1 0.044 -3.523 0.840  -0.2848
C2 1.270 -3.071 1.484  -0.1889
C3 2.226 -2.572 0.403  -0.2477
N2 1.484 -1.725 -0.528  -0.0180
C4 2.191 -1.033 -1.443  -0.2045
C5 1.542 -0.050 -2.233  -0.1433
F1 0.209 0.091 -2.057  0.0342
C6 2.157 0.809 -3.106  -0.1640
F2 1.443 1.740 -3.742  0.1115
C7 3.519 0.736 -3.312  -0.1744
F3 4.144 1.581 -4.149  0.0876
C8 4.207 -0.235 -2.627  -0.1759
F4 5.529 -0.341 -2.808  0.0997
C9 3.577 -1.092 -1.745  -0.1510
F5 4.382 -2.002 -1.144  0.0554
C10 -1.116 -3.699 1.722  -0.1743
C11 -2.377 -3.908 0.862  -0.2361
N3 -2.232 -3.099 -0.348  -0.0574
C12 -3.241 -3.041 -1.234  -0.2046
C13 -4.498 -3.694 -1.229  -0.1344
F6 -4.816 -4.552 -0.234  0.0647
C14 -5.454 -3.513 -2.209  -0.1690
F7 -6.619 -4.165 -2.117  0.0987
C15 -5.244 -2.681 -3.284  -0.1746
F8 -6.185 -2.505 -4.228  0.0829
C16 -4.028 -2.032 -3.358  -0.1663
F9 -3.777 -1.218 -4.388  0.1043
C17 -3.087 -2.221 -2.381  -0.1585
F10 -1.912 -1.564 -2.494  0.0620
H1 0.636 -5.548 0.652  0.0938
H2 1.023 -4.501 -0.740  0.0833
H3 -0.638 -5.007 -0.477  0.0789
H4 1.748 -3.863 2.076  0.1195
H5 1.015 -2.245 2.157  0.1191
H6 2.697 -3.431 -0.085  0.1010
H7 3.040 -2.029 0.899  0.1020
H8 -1.234 -2.783 2.315  0.1168
H9 -0.982 -4.537 2.421  0.1193
H10 -3.240 -3.610 1.460  0.1066
H11 -2.501 -4.975 0.639  0.1049
F11 -2.678 0.907 1.063  -0.1700
C18 -2.635 -0.461 0.566  -0.2530
F12 -3.126 -1.185 1.718  -0.1426
H12 -3.509 -0.470 -0.106  0.0635
O1 0.160 0.279 0.994  -0.3420
P1 0.422 1.748 0.968  0.8294
C19 0.134 2.507 2.587  -0.2588
C20 1.188 2.850 3.431  -0.0692
C21 0.930 3.380 4.691  -0.0897
C22 -0.380 3.567 5.110  -0.0940
C23 -1.434 3.221 4.272  -0.0733
C24 -1.182 2.693 3.015  -0.0583
C25 2.180 2.029 0.585  -0.2559
C26 3.042 0.988 0.945  -0.0777
C27 4.407 1.092 0.711  -0.0719
C28 4.922 2.236 0.112  -0.0810
C29 4.071 3.269 -0.258  -0.0778
C30 2.705 3.168 -0.026  -0.0610
C31 -0.466 2.832 -0.171  -0.2594
C32 -1.125 2.365 -1.304  -0.0513
C33 -1.701 3.262 -2.191  -0.0560
C34 -1.633 4.630 -1.950  -0.0823
C35 -1.000 5.101 -0.808  -0.0844
C36 -0.421 4.205 0.079  -0.1020
H13 2.213 2.707 3.108  0.1005
H14 1.754 3.651 5.340  0.0979
H15 -0.582 3.980 6.093  0.0982
H16 -2.457 3.359 4.601  0.1034
H17 -2.002 2.405 2.363  0.0997
H18 2.617 0.084 1.374  0.0986
H19 5.064 0.268 0.966  0.1096
H20 5.987 2.312 -0.087  0.1042
H21 4.470 4.149 -0.749  0.1018
H22 2.049 3.965 -0.354  0.0960
H23 -1.205 1.303 -1.489  0.0927
H24 -2.210 2.884 -3.069  0.1102
H25 -2.081 5.327 -2.648  0.0995
H26 -0.960 6.166 -0.602  0.1002
H27 0.050 4.578 0.983  0.1100

Summary:
- gap between HOMO and LUMO (eV) = 6.4
- total charge = -1
- highest occupied orbital energy (Eh) = -0.1500

=====

Let's list max |F| in order: 1.678, 3.955, 2.602, 4.642, 1.330, 8.837, 3.373, 0.606 eV/Å.